# 1
A molecular structure, C32H28N4OP2SV. Source: OMol25; level of theory: ωB97M-V/def2-TZVPD.

The geometry in XYZ format:
```
69
Properties=species:S:1:pos:R:3:lowdin_charge:R:1
V 0.39 -0.01 0.06 0.470
N -3.92 0.25 0.45 0.147
C -2.61 0.26 0.64 -0.742
S -1.60 0.60 -0.79 0.777
N -2.07 -0.01 1.78 0.026
N -0.71 0.16 1.77 -0.140
C -0.22 0.48 2.94 0.010
C 1.11 0.94 3.19 -0.142
C 1.52 1.26 4.50 0.018
C 2.75 1.85 4.72 -0.014
C 3.58 2.15 3.64 0.000
C 3.21 1.86 2.34 0.030
C 1.98 1.24 2.13 -0.276
O 1.59 0.91 0.89 -0.149
H -4.33 0.53 -0.42 0.115
H -4.54 0.13 1.24 0.138
H -0.93 0.49 3.76 0.161
H 0.86 1.05 5.33 0.137
H 3.06 2.09 5.72 0.131
H 4.53 2.64 3.82 0.133
H 3.84 2.10 1.50 0.135
N 1.51 -1.50 -0.96 -0.304
P 1.00 -0.39 -2.22 0.978
C 0.64 -1.28 -3.70 -0.363
C 0.02 -0.54 -4.72 -0.061
C -0.19 -1.13 -5.95 -0.024
C 0.22 -2.44 -6.17 -0.009
C 0.86 -3.16 -5.17 -0.032
C 1.06 -2.59 -3.92 -0.106
C 2.33 0.75 -2.46 -0.369
C 3.50 0.34 -3.11 -0.056
C 4.51 1.27 -3.33 -0.026
C 4.33 2.59 -2.94 -0.008
C 3.15 3.01 -2.33 -0.031
C 2.14 2.09 -2.08 -0.087
P 0.67 -2.28 0.36 1.049
C 1.83 -3.10 1.39 -0.346
C 2.61 -2.36 2.30 -0.058
C 3.52 -3.04 3.09 -0.025
C 3.65 -4.42 2.97 0.002
C 2.88 -5.14 2.07 -0.019
C 1.95 -4.49 1.28 -0.045
C -0.80 -3.14 -0.08 -0.365
C -1.68 -3.31 1.00 -0.082
C -2.88 -3.97 0.79 -0.026
C -3.19 -4.45 -0.48 -0.006
C -2.31 -4.28 -1.55 -0.024
C -1.11 -3.63 -1.35 -0.054
H 2.52 -1.52 -0.79 0.113
H -0.29 0.49 -4.55 0.122
H -0.67 -0.57 -6.74 0.130
H 0.07 -2.89 -7.14 0.131
H 1.20 -4.17 -5.36 0.127
H 1.59 -3.15 -3.16 0.107
H 3.62 -0.68 -3.45 0.119
H 5.42 0.96 -3.82 0.129
H 5.11 3.32 -3.13 0.131
H 3.01 4.05 -2.06 0.128
H 1.22 2.41 -1.62 0.102
H 2.49 -1.29 2.39 0.091
H 4.13 -2.49 3.81 0.128
H 4.37 -4.94 3.60 0.134
H 2.99 -6.21 2.00 0.132
H 1.32 -5.05 0.60 0.123
H -1.44 -2.94 1.98 0.117
H -3.56 -4.12 1.61 0.129
H -4.13 -4.97 -0.64 0.132
H -2.56 -4.67 -2.52 0.128
H -0.42 -3.51 -2.18 0.080
```

Its total energy is -96721.34026 eV. The HOMO energy is -16.76 eV. Its total charge is +3. The largest force on an atom is 0.79 eV/A. For the orbital gap, the calculation gives 6.24 eV.

***

# 2
A molecular structure, C32H28N6O3PtS5Sb. Source: OMol25; level of theory: ωB97M-V/def2-TZVPD.

The geometry in XYZ format:
```
76
Properties=species:S:1:pos:R:3:lowdin_charge:R:1
Pt 0.92 0.80 1.66 0.769
S 5.56 -1.60 3.62 -0.027
Sb 3.93 0.15 3.80 0.255
S 0.85 1.70 3.92 0.151
S 3.16 0.04 1.51 -0.026
S 5.48 1.93 3.43 0.017
N -1.34 0.70 -2.34 0.134
C -0.48 0.60 -3.47 -0.247
C -0.95 0.98 -4.71 -0.025
C -0.14 0.88 -5.83 -0.072
C 1.16 0.43 -5.70 -0.073
C 1.65 0.07 -4.44 -0.092
C 0.83 0.15 -3.33 -0.445
S 1.47 -0.33 -1.75 0.978
N 0.26 0.17 -0.70 -0.305
C -0.90 0.57 -1.05 -0.386
C -1.85 0.96 0.04 -0.196
C -3.20 1.11 -0.18 0.000
C -4.03 1.47 0.88 -0.027
C -3.47 1.65 2.13 -0.017
C -2.11 1.47 2.28 -0.117
N -1.31 1.15 1.26 0.011
H -2.22 1.14 -2.50 0.123
H -1.97 1.35 -4.81 0.117
H -0.52 1.17 -6.80 0.111
H 1.80 0.35 -6.56 0.112
H 2.67 -0.27 -4.33 0.113
H -3.64 0.93 -1.15 0.114
H -5.09 1.60 0.72 0.121
H -4.08 1.93 2.98 0.119
H -1.61 1.59 3.23 0.027
N -0.45 4.60 -2.18 0.173
C 0.05 5.36 -1.16 -0.493
O -0.22 6.53 -1.01 0.097
C 0.94 4.64 -0.19 -0.102
C 1.93 5.35 0.49 0.039
C 2.73 4.66 1.37 0.005
C 2.49 3.32 1.62 -0.170
N 1.48 2.66 1.03 -0.153
C 0.74 3.31 0.12 -0.056
H -0.96 5.11 -2.89 0.115
H 0.05 3.78 -2.49 0.096
H 2.06 6.40 0.29 0.136
H 3.55 5.14 1.90 0.125
H 3.11 2.76 2.30 -0.016
H -0.04 2.75 -0.36 0.092
C -1.12 -3.59 -3.44 -0.040
O -0.56 -3.16 -2.20 -0.116
C -1.42 -3.00 -1.16 -0.235
C -2.79 -2.81 -1.29 -0.012
C -3.58 -2.67 -0.15 -0.070
C -3.01 -2.76 1.11 -0.063
C -1.65 -2.97 1.25 0.005
C -0.85 -3.07 0.12 -0.137
N 0.53 -3.42 0.12 0.164
C 1.42 -3.60 1.08 0.040
C 1.47 -3.16 2.42 -0.141
C 2.27 -3.94 3.29 -0.025
C 2.39 -3.63 4.62 -0.081
C 1.72 -2.49 5.10 -0.069
C 1.01 -1.67 4.26 -0.084
C 0.91 -1.93 2.88 -0.424
O 0.34 -1.12 2.05 -0.296
H -0.28 -3.82 -4.09 0.100
H -1.72 -2.81 -3.90 0.091
H -1.73 -4.49 -3.30 0.107
H -3.25 -2.79 -2.27 0.112
H -4.64 -2.52 -0.26 0.112
H -3.63 -2.68 1.99 0.113
H -1.23 -3.10 2.23 0.116
H 0.83 -3.70 -0.81 0.154
H 2.25 -4.21 0.75 0.155
H 2.75 -4.83 2.89 0.123
H 2.99 -4.24 5.28 0.113
H 1.78 -2.25 6.16 0.121
H 0.50 -0.79 4.64 0.064
```

Its total energy is -112675.55999 eV. The HOMO energy (spin up / spin down) is -9.36 / -10.07 eV. Its total charge is +1. The largest force on an atom is 0.72 eV/A. Its spin multiplicity is 5. The energy above the lowest of the compared OMol25 structures with the same formula, charge and spin comes out at 31.4 kJ/mol. For the orbital gap (spin up / spin down), the calculation gives 5.89 / 5.86 eV. The expectation value of S² is 6.021.

***

# 3
5 unconnected molecules or ions with the total composition C32H28O12S at a distorted geometry. Source: OMol25; level of theory: ωB97M-V/def2-TZVPD.

The geometry in XYZ format:
```
73
Properties=species:S:1:pos:R:3:lowdin_charge:R:1
C 0.16 -0.43 5.64 0.126
C 0.58 -1.38 4.81 0.011
C 1.50 -2.38 3.97 -0.367
O 1.55 -3.60 4.36 0.051
O 2.24 -2.06 2.78 -0.053
C 2.88 -0.75 2.85 -0.615
S 3.89 -0.48 4.40 0.796
O 1.96 0.36 2.57 -0.163
C 1.54 0.35 1.18 -0.150
C 0.22 -0.53 0.88 -0.178
O -0.92 0.11 1.50 -0.200
C -2.03 -0.80 1.70 -0.244
C -2.79 -0.36 3.07 -0.101
H -0.49 0.33 6.21 0.079
H 3.65 -0.73 1.97 0.139
H 4.21 -1.73 4.97 -0.069
H 1.26 1.45 0.91 0.143
H 2.35 0.03 0.43 0.134
H 0.33 -1.66 1.12 0.132
H 0.04 -0.48 -0.28 0.120
H -1.71 -1.90 1.83 0.123
H -2.78 -0.66 0.82 0.117
H -2.43 0.66 3.48 0.078
H -2.58 -1.13 3.93 0.067
H -3.95 -0.28 2.95 0.076
C -1.98 0.51 -4.25 0.027
C -2.10 0.12 -2.98 0.034
C -1.64 -1.22 -2.54 -0.377
O -1.75 -1.58 -1.38 0.081
C -1.04 -2.10 -3.57 0.010
C -0.92 -1.70 -4.84 0.029
C -1.38 -0.37 -5.27 -0.384
O -1.27 -0.01 -6.43 0.104
H -2.31 1.49 -4.58 0.112
H -2.54 0.75 -2.21 0.093
H -0.71 -3.07 -3.23 0.112
H -0.48 -2.34 -5.60 0.127
C 4.84 3.71 2.58 0.026
C 5.33 2.63 3.19 0.017
C 6.76 2.53 3.56 -0.382
O 7.21 1.54 4.11 0.101
C 7.63 3.68 3.22 0.021
C 7.14 4.77 2.61 0.020
C 5.71 4.86 2.25 -0.389
O 5.26 5.85 1.69 0.101
H 3.80 3.80 2.31 0.121
H 4.71 1.78 3.44 0.045
H 8.67 3.60 3.50 0.122
H 7.76 5.62 2.36 0.122
C -3.85 -4.69 -2.89 0.028
C -4.82 -5.27 -2.18 0.028
C -4.96 -6.74 -2.13 -0.385
O -5.85 -7.27 -1.48 0.109
C -3.99 -7.54 -2.90 0.024
C -3.02 -6.96 -3.61 0.023
C -2.88 -5.49 -3.66 -0.375
O -2.00 -4.96 -4.31 0.090
H -3.74 -3.61 -2.94 0.116
H -5.54 -4.70 -1.61 0.125
H -4.11 -8.62 -2.86 0.124
H -2.30 -7.53 -4.18 0.123
C -0.58 5.32 -0.89 0.026
C -1.19 4.21 -0.48 0.027
C -2.18 3.52 -1.33 -0.377
O -2.75 2.50 -0.95 0.085
C -2.47 4.11 -2.65 0.018
C -1.86 5.22 -3.06 0.027
C -0.87 5.91 -2.21 -0.384
O -0.30 6.92 -2.59 0.111
H 0.15 5.83 -0.28 0.125
H -0.99 3.76 0.49 0.123
H -3.20 3.59 -3.26 0.118
H -2.06 5.67 -4.03 0.125
```

Its total energy is -69031.62223 eV. The HOMO energy is -9.56 eV. Its total charge is 0. The largest force on an atom is 6.96 eV/A. As for the SMILES: C#CC(=O)O[C@H](S)OCCOCC.O=C1C=CC(=O)C=C1.O=C1C=CC(=O)C=C1.O=C1C=CC(=O)C=C1.O=C1C=CC(=O)C=C1. For the orbital gap, the calculation gives 7.72 eV.

***

# 4
2 unconnected molecules or ions with the total composition C32H28O2 at a distorted geometry. Source: OMol25; level of theory: ωB97M-V/def2-TZVPD.

The geometry in XYZ format:
```
62
Properties=species:S:1:pos:R:3:lowdin_charge:R:1
C 6.20 -1.66 4.78 -0.036
C 4.92 -0.92 4.81 -0.247
C 4.89 0.47 4.81 -0.016
C 3.70 1.16 4.84 0.017
C 2.48 0.48 4.86 -0.190
C 1.24 1.20 4.86 0.092
C 0.01 0.58 4.84 -0.052
C -1.21 1.22 4.83 0.076
C -2.46 0.52 4.80 -0.198
C -3.68 1.21 4.78 0.006
C -4.88 0.54 4.77 -0.021
C -4.92 -0.85 4.78 -0.253
C -6.22 -1.58 4.79 -0.038
C -3.72 -1.55 4.79 -0.022
C -2.51 -0.89 4.80 0.007
C 2.51 -0.92 4.86 0.010
C 3.71 -1.60 4.83 -0.019
H 6.04 -2.74 4.79 0.080
H 6.78 -1.42 3.89 0.094
H 6.81 -1.42 5.66 0.091
H 5.83 1.01 4.81 0.122
H 3.71 2.24 4.84 0.128
H 1.28 2.27 4.86 0.142
H 0.00 -0.49 4.82 0.080
H -1.23 2.29 4.83 0.137
H -3.66 2.29 4.78 0.121
H -5.80 1.08 4.76 0.119
H -6.07 -2.66 4.79 0.081
H -6.80 -1.32 5.67 0.091
H -6.81 -1.33 3.90 0.093
H -3.74 -2.63 4.79 0.116
H -1.61 -1.47 4.81 0.107
H 1.60 -1.49 4.89 0.106
H 3.71 -2.68 4.84 0.114
C 5.98 1.10 -1.76 -0.111
C 4.79 1.28 -2.42 -0.096
C 3.64 1.57 -1.72 -0.032
C 3.67 1.68 -0.33 -0.143
C 2.47 2.01 0.49 -0.435
C 1.20 1.99 -0.13 -0.010
C -0.03 2.33 0.49 -0.436
C -1.26 2.41 -0.33 -0.144
C -1.25 2.31 -1.72 -0.032
C -2.43 2.43 -2.43 -0.096
C -3.62 2.64 -1.77 -0.110
C -3.64 2.75 -0.40 -0.100
C -2.47 2.63 0.32 -0.037
O -0.12 2.58 1.69 -0.013
O 2.63 2.29 1.67 -0.006
C 4.88 1.50 0.32 -0.034
C 6.03 1.22 -0.39 -0.099
H 6.88 0.89 -2.32 0.093
H 4.75 1.19 -3.50 0.096
H 2.73 1.72 -2.27 0.098
H 1.16 1.70 -1.16 0.042
H -0.33 2.17 -2.25 0.097
H -2.41 2.35 -3.51 0.096
H -4.53 2.74 -2.34 0.093
H -4.57 2.93 0.12 0.092
H -2.47 2.71 1.39 0.098
H 4.90 1.60 1.40 0.099
H 6.96 1.09 0.13 0.091
```

Its total energy is -37730.51637 eV. The HOMO energy is -5.91 eV. Its total charge is 0. The largest force on an atom is 1.94 eV/A. For the orbital gap, the calculation gives 3.10 eV.

***

# 5
A molecular structure, C32H29As3O6RuS at a distorted geometry. Source: OMol25; level of theory: ωB97M-V/def2-TZVPD.

The geometry in XYZ format:
```
72
Properties=species:S:1:pos:R:3:lowdin_charge:R:1
Ru 0.93 0.13 0.05 0.957
O 0.66 -1.33 4.08 -0.176
As 0.56 -0.33 2.67 0.925
O 2.10 0.04 2.14 -0.400
O 0.02 -1.32 1.44 -0.431
C -0.45 1.20 3.33 -0.226
C -0.73 1.21 4.69 -0.050
C -1.37 2.31 5.25 -0.014
C -1.73 3.39 4.46 -0.007
C -1.48 3.36 3.10 -0.015
C -0.84 2.27 2.54 -0.267
S -0.48 2.31 0.79 0.518
O -0.93 1.02 0.20 -0.416
O -1.09 3.45 0.20 -0.212
O 1.00 2.31 0.67 -0.352
H 0.55 -2.27 3.90 0.084
H -0.43 0.37 5.31 0.114
H -1.58 2.31 6.31 0.128
H -2.22 4.25 4.90 0.129
H -1.78 4.18 2.45 0.128
C 3.07 -1.34 -2.24 -0.367
C 2.72 -0.04 -2.96 -0.369
As 1.00 0.75 -2.25 1.322
C 0.89 2.44 -3.29 -0.330
C 1.14 2.39 -4.66 -0.110
C 1.10 3.56 -5.40 -0.050
C 0.82 4.77 -4.78 -0.041
C 0.56 4.81 -3.42 -0.042
C 0.59 3.65 -2.67 -0.088
C -0.36 -0.49 -2.89 -0.350
C -1.16 -0.27 -4.00 -0.067
C -2.15 -1.18 -4.34 -0.034
C -2.35 -2.31 -3.55 -0.031
C -1.56 -2.53 -2.43 -0.046
C -0.57 -1.63 -2.10 -0.140
As 2.98 -0.95 -0.28 1.242
C 3.57 -2.55 0.67 -0.350
C 3.25 -3.83 0.21 -0.095
C 3.66 -4.93 0.95 -0.058
C 4.37 -4.77 2.13 -0.046
C 4.68 -3.50 2.58 -0.049
C 4.28 -2.38 1.86 -0.102
C 4.49 0.26 -0.04 -0.375
C 4.30 1.55 0.41 -0.108
C 5.41 2.37 0.63 -0.051
C 6.68 1.89 0.37 -0.048
C 6.87 0.59 -0.10 -0.051
C 5.77 -0.23 -0.31 -0.097
H 4.07 -1.69 -2.52 0.095
H 2.34 -2.12 -2.50 0.068
H 2.64 -0.19 -4.04 0.087
H 3.50 0.73 -2.78 0.083
H 1.36 1.45 -5.15 0.104
H 1.28 3.53 -6.46 0.120
H 0.80 5.68 -5.36 0.121
H 0.34 5.75 -2.94 0.120
H 0.37 3.69 -1.61 0.071
H -1.01 0.63 -4.60 0.106
H -2.77 -1.02 -5.20 0.123
H -3.14 -3.01 -3.80 0.123
H -1.73 -3.41 -1.82 0.123
H 0.05 -1.81 -1.21 0.065
H 2.69 -3.96 -0.71 0.104
H 3.41 -5.93 0.61 0.117
H 4.67 -5.63 2.70 0.120
H 5.25 -3.37 3.50 0.119
H 4.52 -1.38 2.21 0.109
H 3.31 1.93 0.62 0.066
H 5.27 3.37 1.00 0.116
H 7.55 2.51 0.55 0.119
H 7.86 0.22 -0.30 0.118
H 5.90 -1.25 -0.66 0.114
```

Its total energy is -241854.29677 eV. The HOMO energy (spin up / spin down) is -14.36 / -14.36 eV. Its total charge is +2. The largest force on an atom is 4.59 eV/A. For the orbital gap (spin up / spin down), the calculation gives 5.03 / 5.03 eV.

***

# 6
A molecular structure, C32H29Br2IrN2O4P2 at a distorted geometry. Source: OMol25; level of theory: ωB97M-V/def2-TZVPD.

The geometry in XYZ format:
```
72
Properties=species:S:1:pos:R:3:lowdin_charge:R:1
Ir -0.35 0.33 0.38 0.832
C 1.81 -0.60 2.71 -0.311
C 0.45 -1.01 3.26 -0.327
P -0.88 0.05 2.60 0.900
C -2.39 -0.87 2.94 -0.329
C -2.50 -2.21 2.54 -0.093
C -3.65 -2.93 2.82 -0.043
C -4.70 -2.33 3.50 -0.040
C -4.60 -1.01 3.91 -0.047
C -3.45 -0.28 3.63 -0.066
C -0.96 1.58 3.54 -0.408
C -1.89 2.55 3.16 -0.204
C -1.99 3.73 3.87 -0.054
C -1.15 3.96 4.95 -0.038
C -0.21 3.01 5.33 -0.044
C -0.12 1.81 4.62 -0.070
P 1.78 -0.12 0.93 0.919
C 3.09 1.09 0.81 -0.379
C 4.26 0.85 0.10 -0.074
C 5.30 1.78 0.16 -0.043
C 5.17 2.92 0.92 -0.036
C 4.02 3.15 1.67 -0.061
C 2.98 2.23 1.62 -0.158
C 2.13 -1.54 -0.11 -0.358
C 1.98 -2.83 0.41 -0.065
C 2.10 -3.93 -0.42 -0.035
C 2.37 -3.75 -1.77 -0.028
C 2.51 -2.47 -2.30 -0.042
C 2.39 -1.37 -1.47 -0.117
H 2.57 -1.38 2.83 0.110
H 2.17 0.29 3.23 0.080
H 0.44 -0.98 4.35 0.106
H 0.18 -2.03 2.97 0.082
H -1.71 -2.69 1.99 0.094
H -3.72 -3.96 2.51 0.120
H -5.59 -2.89 3.72 0.121
H -5.41 -0.54 4.45 0.119
H -3.38 0.74 3.98 0.095
H -2.56 2.37 2.33 0.102
H -2.72 4.47 3.59 0.122
H -1.22 4.89 5.50 0.121
H 0.43 3.18 6.17 0.120
H 0.59 1.07 4.95 0.102
H 4.39 -0.05 -0.49 0.106
H 6.21 1.59 -0.39 0.124
H 5.99 3.63 0.96 0.125
H 3.94 4.02 2.30 0.123
H 2.10 2.40 2.23 0.086
H 1.78 -2.98 1.46 0.103
H 1.99 -4.93 -0.02 0.123
H 2.46 -4.61 -2.42 0.124
H 2.73 -2.34 -3.35 0.122
H 2.50 -0.37 -1.89 0.101
Br -0.25 2.90 0.53 0.802
C 1.09 4.08 -0.34 -0.889
Br 2.21 3.37 -1.70 0.799
H 1.71 4.42 0.47 0.003
H 0.47 4.85 -0.76 0.019
O -2.20 -2.83 -4.29 0.167
C -1.56 -1.74 -4.69 -0.477
O -1.40 -1.46 -5.84 0.154
C -0.99 -0.83 -3.64 -0.009
C -0.30 0.32 -3.98 0.055
N 0.08 0.92 -2.85 0.049
N -0.32 0.23 -1.77 -0.077
C -0.97 -0.83 -2.24 -0.149
C -1.49 -1.76 -1.24 -0.489
O -2.08 -2.78 -1.50 0.162
O -1.25 -1.38 0.01 -0.220
H -2.25 -2.89 -3.31 0.079
H -0.07 0.72 -4.96 0.161
H 0.62 1.77 -2.74 0.049
```

Its total energy is -206314.66285 eV. The HOMO energy is -14.44 eV. Its total charge is +2. The largest force on an atom is 1.46 eV/A. The energy above the lowest of the compared OMol25 structures with the same formula, charge and spin comes out at 0.0 kJ/mol. For the orbital gap, the calculation gives 6.94 eV.

***

Question: Which of these has the highest total charge?
Answer: C32H28N4OP2SV

***

Question: What is the formula in the first record?
Answer: C32H28N4OP2SV